# 1
Formula: H18NO7
Source: the Open Molecules 2025 dataset
Level of theory: the ωB97M-V functional and the def2-TZVPD basis

As for the total charge: +1. For the total energy, the calculation gives -591.98962 a.u. Its HOMO energy is -0.52583 Ha. Its energy relative to the best compared isomer or geometry (same formula, charge and spin) is 2.5179 eV. As for the gap between HOMO and LUMO: 11.3144 eV.

Structure (XYZ):
```
26
Properties=species:S:1:pos:R:3:forces:R:3:lowdin_charge:R:1
N -0.840 -0.369 0.239 -0.50 -2.32 2.41 0.3617
H -0.598 -0.872 1.114 0.19 -0.07 -0.40 0.1330
H -1.528 -0.888 -0.274 -0.59 -0.15 -0.71 0.1310
H -0.012 -0.240 -0.257 1.89 0.59 -1.50 0.0579
H -1.204 0.467 0.584 -0.96 2.34 0.25 0.0798
O 0.049 1.144 2.814 -0.76 -0.69 -1.21 -0.0222
H -0.282 1.769 3.437 -0.30 0.69 0.75 0.0363
H 0.925 0.923 3.086 0.95 -0.06 0.23 0.0272
O 2.142 -1.847 -0.836 1.24 3.26 0.41 0.0312
H 2.273 -2.672 -0.494 0.96 -3.46 1.31 0.0135
H 1.430 -1.947 -1.399 -2.28 -0.16 -2.31 0.0129
O 1.398 -1.710 1.949 -0.09 -0.67 -0.62 -0.0471
H 1.704 -2.545 1.543 -0.26 0.65 0.45 0.0633
H 1.885 -1.658 2.772 0.11 0.06 0.35 0.0661
O -3.107 1.969 0.142 0.68 0.07 1.14 -0.0383
H -3.645 2.239 -0.580 -0.74 0.28 -1.02 0.0216
H -3.213 2.714 0.757 0.17 -0.36 -0.04 0.0663
O 2.568 0.582 0.365 -1.02 -0.05 1.02 -0.0645
H 2.925 0.747 -0.502 0.29 -0.42 -0.29 0.0184
H 2.141 -0.303 0.418 0.99 0.68 -0.46 -0.0202
O -2.700 -0.070 -2.395 0.70 -1.99 -0.14 0.0003
H -1.927 0.413 -2.639 0.83 0.55 -0.38 0.0139
H -3.290 0.557 -2.054 -1.39 1.30 0.66 -0.0019
O 0.760 0.240 -2.454 -0.49 -0.54 0.52 -0.0222
H 0.553 0.789 -3.203 -0.08 0.28 -0.56 0.0544
H 1.594 0.568 -2.131 0.46 0.19 0.14 0.0275
```
Forces are in eV/Å.



# 2
Formula: C2H5O2S
Source: the Open Molecules 2025 dataset
Level of theory: the ωB97M-V functional and the def2-TZVPD basis

As for the total charge: -1. For the total energy, the calculation gives -627.91424 a.u. Its HOMO energy is -0.10148 Ha. Its energy relative to the best compared isomer or geometry (same formula, charge and spin) is 0.7233 eV. As for the gap between HOMO and LUMO: 6.8190 eV.

Structure (XYZ):
```
10
Properties=species:S:1:pos:R:3:forces:R:3:lowdin_charge:R:1
C 0.402 -1.253 1.202 0.69 0.48 1.42 -0.7271
S -1.148 -1.618 0.411 -0.74 0.21 -0.99 0.1986
H 0.189 -1.330 2.278 0.42 -0.12 -0.01 -0.0260
H 1.209 -1.953 0.976 -0.05 -0.09 -0.13 -0.0115
H 0.846 -0.239 1.111 -0.45 -0.26 -0.47 0.0037
O -1.177 1.026 -1.160 -0.50 0.47 0.28 -0.0408
C 0.003 1.587 -1.311 -0.29 -0.86 -0.18 -0.4682
O 0.999 1.072 -1.761 -0.06 0.46 0.30 0.0187
H -0.093 2.628 -0.975 0.49 0.35 -0.22 0.1164
H -1.230 0.080 -0.770 0.49 -0.65 -0.01 -0.0638
```
Forces are in eV/Å.



# 3
Formula: C11H21ClNO2P2
Source: the Open Molecules 2025 dataset
Level of theory: the ωB97M-V functional and the def2-TZVPD basis

As for the total charge: +1. For the total energy, the calculation gives -1779.65023 a.u. Its HOMO energy is -0.44730 Ha. As for the gap between HOMO and LUMO: 9.0766 eV.

Structure (XYZ):
```
38
Properties=species:S:1:pos:R:3:forces:R:3:lowdin_charge:R:1
C -3.445 1.155 2.122 -0.05 0.05 -0.02 -0.2927
P -2.279 1.271 0.707 0.01 -0.15 0.11 0.7940
O -2.832 -0.023 -0.147 0.10 -0.04 0.17 -0.3560
P -0.576 0.193 1.702 -0.10 0.30 0.02 0.8953
C 0.863 0.261 0.616 0.01 -0.12 -0.04 -0.3127
C 1.521 1.660 0.589 0.03 -0.08 -0.16 -0.3054
O 1.684 2.152 -0.711 -0.13 0.20 0.20 -0.0862
C -0.948 -1.489 2.253 -0.11 -0.08 -0.12 -0.3468
C -1.310 -1.600 3.736 -0.15 0.03 0.06 -0.3307
C -1.404 -3.050 4.180 -0.01 -0.06 -0.02 -0.5765
Cl -2.934 -3.777 3.616 0.01 -0.02 -0.06 0.5809
H -4.101 0.300 1.955 0.04 -0.05 0.03 0.0554
H -4.051 2.060 2.149 -0.01 -0.01 -0.05 0.0417
H -2.963 1.052 3.094 0.04 0.05 -0.02 0.0270
H -2.642 0.028 -1.088 -0.02 0.11 -0.17 0.0603
H -0.255 0.954 2.836 0.06 -0.06 0.02 0.0496
H 0.520 -0.002 -0.390 -0.01 -0.07 0.02 0.0867
H 1.558 -0.522 0.922 0.03 0.02 -0.01 0.0985
H 0.945 2.381 1.184 -0.05 -0.01 -0.02 0.0989
H 2.507 1.579 1.051 -0.04 0.05 0.08 0.1245
H 1.228 1.606 -1.373 0.19 -0.15 -0.08 0.0289
H -1.778 -1.838 1.630 0.04 -0.09 0.01 0.0845
H -0.080 -2.108 2.011 0.03 0.03 0.01 0.1000
H -2.284 -1.138 3.906 0.06 0.09 0.09 0.0924
H -0.586 -1.079 4.368 0.10 -0.05 -0.08 0.1123
H -1.379 -3.133 5.263 -0.08 0.02 0.00 0.0796
H -0.601 -3.656 3.766 0.05 0.03 0.05 0.0759
N 1.555 0.700 -3.143 0.00 0.00 0.05 0.0297
C 1.392 -0.341 -3.961 0.01 0.02 -0.04 -0.1449
C 2.043 -0.458 -5.178 -0.02 -0.02 0.00 -0.0609
C 2.903 0.554 -5.576 0.00 0.02 0.01 -0.0577
C 3.083 1.642 -4.737 -0.03 -0.20 -0.01 -0.0471
C 2.399 1.659 -3.534 -0.11 0.24 -0.06 -0.1344
H 0.709 -1.115 -3.632 0.00 0.00 0.01 0.1018
H 1.872 -1.326 -5.800 0.00 0.00 0.00 0.1073
H 3.421 0.494 -6.525 0.00 0.00 0.00 0.1132
H 3.741 2.458 -4.999 0.00 0.00 0.00 0.1104
H 2.503 2.498 -2.858 0.10 -0.01 0.00 0.1033
```
Forces are in eV/Å.